(1)
{
  "formula": "C5H10NO2",
  "method": "ωB97M-V/def2-TZVPD",
  "species": ["C", "C", "C", "C", "H", "H", "H", "H", "H", "H", "H", "H", "N", "C", "O", "O", "H", "H"],
  "positions_angstrom": [[-1.512, -1.996, -0.173], [-0.373, -2.139, -1.192], [0.178, -0.803, -1.576], [1.414, -0.407, -1.323], [-2.401, -1.540, -0.603], [-1.796, -2.993, 0.196], [-1.187, -1.389, 0.660], [-0.742, -2.685, -2.066], [0.422, -2.737, -0.735], [-0.553, -0.136, -2.005], [1.716, 0.618, -1.451], [2.085, -1.118, -0.862], [1.008, 1.093, 1.944], [0.039, 1.452, 0.949], [-1.108, 0.992, 1.144], [0.474, 2.148, 0.011], [1.799, 1.722, 1.996], [0.599, 0.861, 2.836]],
  "charge": -1,
  "orbital_gap_ev": 8.121,
  "mol_weight_da": 116.14,
  "de_lowest_ev": 0.6503
}

---

(2)
{
  "formula": "C3H4I4",
  "method": "ωB97M-V/def2-TZVPD",
  "species": ["C", "C", "C", "I", "I", "I", "I", "H", "H", "H", "H"],
  "positions_angstrom": [[1.327, 0.091, 0.398], [0.326, -0.380, -0.512], [-1.330, 0.389, -0.042], [-0.059, -2.512, -0.369], [-1.673, 0.057, 2.033], [-1.061, 2.493, -0.423], [-2.710, -0.414, -1.390], [2.380, -0.119, 0.001], [1.122, 1.174, 0.589], [1.309, -0.577, 1.316], [0.370, -0.202, -1.601]],
  "orbital_gap_ev": 8.154,
  "mol_weight_da": 547.68,
  "de_lowest_ev": 0.6894
}

---

(3)
{
  "formula": "C24H51Br18N2",
  "method": "ωB97M-V/def2-TZVPD",
  "species": ["N", "C", "C", "C", "C", "C", "C", "N", "H", "H", "H", "H", "H", "H", "H", "H", "H", "H", "H", "H", "H", "H", "H", "Br", "C", "C", "Br", "H", "H", "H", "H", "Br", "C", "C", "Br", "H", "H", "H", "H", "Br", "C", "C", "Br", "H", "H", "H", "H", "Br", "C", "C", "Br", "H", "H", "H", "H", "Br", "C", "C", "Br", "H", "H", "H", "H", "Br", "C", "C", "Br", "H", "H", "H", "H", "Br", "C", "C", "Br", "H", "H", "H", "H", "Br", "C", "C", "Br", "H", "H", "H", "H", "Br", "C", "C", "Br", "H", "H", "H", "H"],
  "positions_angstrom": [[3.121, -0.668, 3.920], [2.276, 0.069, 2.975], [0.853, -0.029, 3.454], [0.198, -1.357, 3.237], [-1.293, -1.389, 3.622], [-2.073, -0.058, 3.550], [-1.244, 1.211, 3.551], [0.007, 1.010, 2.757], [3.297, -0.054, 4.712], [4.029, -0.770, 3.482], [2.384, -0.326, 1.975], [2.548, 1.121, 2.993], [0.818, 0.204, 4.511], [0.370, -1.714, 2.228], [0.724, -2.050, 3.877], [-1.787, -2.082, 2.956], [-1.373, -1.789, 4.622], [-2.730, 0.005, 4.405], [-2.696, -0.044, 2.670], [-1.806, 2.012, 3.090], [-0.965, 1.548, 4.537], [0.537, 1.882, 2.723], [-0.215, 0.700, 1.810], [-3.429, -5.174, 1.657], [-1.687, -6.018, 1.433], [-1.242, -6.732, 2.681], [-0.638, -5.507, 4.063], [-1.001, -5.238, 1.122], [-1.809, -6.733, 0.623], [-0.389, -7.370, 2.465], [-2.037, -7.323, 3.122], [5.296, 0.474, 1.508], [5.362, 1.985, 0.280], [4.204, 2.917, 0.506], [2.540, 2.196, -0.213], [5.389, 1.574, -0.723], [6.286, 2.516, 0.484], [4.370, 3.852, -0.025], [4.028, 3.125, 1.557], [-1.911, 0.588, -0.072], [-3.178, 0.001, -1.434], [-3.917, -1.248, -1.053], [-2.826, -2.854, -1.194], [-2.598, -0.114, -2.343], [-3.866, 0.837, -1.538], [-4.742, -1.394, -1.745], [-4.296, -1.224, -0.037], [-2.887, 3.799, -1.560], [-4.359, 4.646, -2.512], [-5.697, 4.186, -2.002], [-6.134, 2.388, -2.610], [-4.216, 4.428, -3.564], [-4.238, 5.714, -2.343], [-6.489, 4.822, -2.389], [-5.744, 4.167, -0.919], [-0.739, -6.250, -2.298], [-2.632, -6.091, -2.739], [-3.196, -7.383, -3.263], [-2.627, -7.731, -5.089], [-2.715, -5.283, -3.457], [-3.130, -5.809, -1.814], [-4.282, -7.332, -3.300], [-2.891, -8.241, -2.673], [-6.935, -7.579, -5.585], [-5.985, -8.928, -6.618], [-6.619, -9.151, -7.963], [-8.268, -10.174, -7.830], [-5.971, -9.829, -6.013], [-4.973, -8.549, -6.729], [-5.960, -9.737, -8.598], [-6.870, -8.220, -8.460], [0.337, 5.815, 0.105], [0.875, 5.476, -1.734], [0.982, 6.750, -2.527], [-0.770, 7.461, -2.988], [0.143, 4.791, -2.149], [1.842, 4.981, -1.670], [1.483, 6.565, -3.474], [1.503, 7.532, -1.985], [5.952, 5.724, 3.271], [6.305, 4.594, 4.814], [5.785, 3.196, 4.623], [3.843, 3.124, 4.802], [5.859, 5.089, 5.670], [7.386, 4.577, 4.928], [6.173, 2.535, 5.394], [6.020, 2.790, 3.645], [7.948, 4.602, 0.017], [7.829, 6.053, -1.275], [6.572, 6.860, -1.090], [5.001, 5.913, -1.752], [7.892, 5.601, -2.258], [8.706, 6.671, -1.102], [6.621, 7.780, -1.667], [6.378, 7.093, -0.049]],
  "charge": 1,
  "orbital_gap_ev": 8.990,
  "mol_weight_da": 1805.96,
  "de_lowest_ev": 0.0000
}

---

(4)
{
  "formula": "C12H10",
  "method": "ωB97M-V/def2-TZVPD",
  "species": ["C", "C", "C", "C", "C", "C", "C", "C", "C", "C", "C", "C", "H", "H", "H", "H", "H", "H", "H", "H", "H", "H"],
  "positions_angstrom": [[3.572, -0.059, -0.032], [2.960, -1.202, -0.059], [1.482, -1.209, -0.088], [0.744, -0.058, -0.012], [1.543, 1.166, 0.099], [2.926, 1.158, 0.025], [-0.707, -0.038, -0.010], [-1.491, -1.217, 0.081], [-2.887, -1.182, 0.005], [-3.533, 0.029, -0.014], [-2.854, 1.213, -0.082], [-1.434, 1.231, -0.074], [4.767, 0.171, -0.016], [3.287, -2.089, 0.063], [0.877, -2.103, -0.210], [1.037, 2.009, 0.079], [3.444, 2.256, -0.011], [-1.064, -2.122, 0.141], [-3.573, -1.947, 0.107], [-4.746, -0.060, 0.077], [-3.419, 1.908, -0.191], [-0.930, 2.146, 0.123]],
  "smiles": "c1ccc(-c2ccccc2)cc1",
  "orbital_gap_ev": 9.033,
  "mol_weight_da": 154.21,
  "de_lowest_ev": 2.8972
}

---

(5)
{
  "formula": "C42H42BaClN3O5S3Se",
  "method": "ωB97M-V/def2-TZVPD",
  "species": ["Ba", "C", "C", "C", "C", "C", "C", "C", "C", "C", "C", "C", "C", "H", "H", "H", "H", "H", "H", "H", "H", "H", "H", "H", "H", "H", "H", "H", "H", "H", "H", "C", "N", "C", "C", "C", "C", "C", "N", "C", "C", "C", "C", "C", "C", "H", "H", "H", "H", "H", "H", "H", "H", "H", "H", "H", "O", "Cl", "O", "O", "O", "Se", "C", "C", "C", "N", "C", "C", "H", "H", "H", "H", "O", "C", "C", "C", "C", "C", "S", "C", "C", "C", "C", "S", "C", "C", "C", "C", "S", "H", "H", "H", "H", "H", "H", "H", "H", "H"],
  "positions_angstrom": [[0.255, 0.137, -0.598], [-2.233, -3.225, 1.667], [-2.229, -2.034, 2.597], [-1.147, -1.788, 3.446], [-0.022, -2.787, 3.565], [-1.080, -0.583, 4.153], [0.161, -0.301, 4.971], [-2.126, 0.343, 4.070], [-1.962, 1.706, 4.709], [-3.284, 0.017, 3.350], [-4.491, 0.930, 3.334], [-3.318, -1.156, 2.588], [-4.499, -1.490, 1.710], [-2.790, -4.070, 2.087], [-1.221, -3.555, 1.442], [-2.692, -2.961, 0.717], [0.802, -2.539, 2.890], [-0.356, -3.794, 3.325], [0.384, -2.810, 4.576], [0.288, -1.049, 5.758], [0.128, 0.671, 5.453], [1.054, -0.340, 4.343], [-2.086, 1.672, 5.796], [-2.668, 2.426, 4.306], [-0.971, 2.104, 4.492], [-4.622, 1.401, 2.355], [-4.430, 1.711, 4.086], [-5.398, 0.360, 3.541], [-4.812, -2.527, 1.855], [-4.238, -1.356, 0.657], [-5.353, -0.844, 1.884], [2.687, 2.669, -2.182], [1.524, 2.388, -1.357], [0.869, 3.414, -0.925], [-0.252, 3.347, -0.058], [-1.054, 4.421, 0.372], [-2.033, 3.871, 1.191], [-1.773, 2.491, 1.221], [-0.707, 2.165, 0.483], [2.408, 2.745, -3.670], [1.406, 1.984, -4.264], [1.180, 2.057, -5.631], [1.954, 2.889, -6.428], [2.961, 3.647, -5.847], [3.181, 3.574, -4.478], [3.414, 1.872, -2.011], [3.167, 3.611, -1.881], [1.191, 4.425, -1.214], [-0.930, 5.458, 0.092], [-2.853, 4.380, 1.675], [-2.326, 1.724, 1.741], [0.797, 1.331, -3.656], [0.389, 1.461, -6.070], [1.767, 2.955, -7.493], [3.570, 4.302, -6.458], [3.968, 4.172, -4.030], [0.964, -2.600, -2.153], [-0.317, -1.978, -2.291], [-0.953, -1.902, -0.998], [-1.136, -2.709, -3.200], [-0.130, -0.627, -2.783], [-4.678, 1.258, -0.971], [-5.192, 1.123, -2.772], [-5.260, 2.245, -3.616], [-5.701, 2.107, -4.918], [-6.073, 0.951, -5.480], [-5.972, -0.122, -4.689], [-5.546, -0.096, -3.375], [-4.968, 3.213, -3.231], [-5.766, 2.979, -5.566], [-6.255, -1.066, -5.150], [-5.481, -1.010, -2.799], [1.989, -0.785, 0.152], [3.114, -1.540, 0.342], [3.756, -1.939, -0.990], [4.521, -3.028, -1.283], [4.977, -3.036, -2.631], [4.538, -1.953, -3.328], [3.570, -0.923, -2.360], [4.143, -0.727, 1.139], [3.860, 0.306, 1.976], [5.016, 0.856, 2.599], [6.162, 0.233, 2.216], [5.845, -1.019, 1.082], [2.830, -2.831, 1.124], [3.396, -3.279, 2.281], [2.877, -4.534, 2.710], [1.924, -5.009, 1.865], [1.657, -3.950, 0.541], [4.734, -3.807, -0.564], [5.584, -3.820, -3.062], [4.714, -1.714, -4.364], [2.849, 0.660, 2.116], [4.990, 1.684, 3.294], [7.176, 0.452, 2.510], [4.154, -2.726, 2.816], [3.189, -5.039, 3.614], [1.351, -5.918, 1.952]],
  "charge": -2,
  "orbital_gap_ev": 4.946,
  "mol_weight_da": 1016.76,
  "de_lowest_ev": 1.8717
}

---

(6)
{
  "formula": "C5H6O",
  "method": "ωB97M-V/def2-TZVPD",
  "species": ["O", "C", "C", "C", "C", "C", "H", "H", "H", "H", "H", "H"],
  "positions_angstrom": [[1.685, 2.117, -0.957], [-0.070, -0.452, 0.228], [-1.151, -1.290, -0.308], [-1.332, -0.494, 0.982], [1.084, 0.100, 0.041], [2.014, 0.951, -0.311], [0.720, 2.164, -0.942], [-1.648, -0.948, -1.213], [-1.056, -2.370, -0.223], [-1.941, 0.408, 0.945], [-1.387, -1.033, 1.923], [3.083, 0.848, -0.165]],
  "smiles": "OC=C=C1CC1",
  "orbital_gap_ev": 9.261,
  "mol_weight_da": 82.10,
  "de_lowest_ev": 2.9550
}